Record 1
The following is a DFT calculation (ωB97M-V with the def2-TZVPD basis set) of an isolated molecule of C26H33N5O5S2 at a distorted geometry.

The geometry in XYZ format:
```
71
Properties=species:S:1:pos:R:3:forces:R:3
H -0.297 -0.013 -0.034 0.100 -0.028 -0.028
N -0.234 0.535 0.825 -0.193 -0.053 -0.106
C 4.019 -1.051 0.126 0.123 -0.061 0.090
C 2.181 0.804 -0.821 0.099 -0.036 0.115
H -4.437 3.473 1.878 0.108 0.089 -0.037
C 3.145 0.298 -1.673 -0.041 0.131 -0.080
H 3.587 -1.193 -4.481 -0.158 -0.073 -0.170
C -5.123 0.867 1.959 -0.039 0.158 0.184
H 1.349 -1.977 -4.911 0.114 -0.173 0.014
C -2.681 0.551 1.116 0.646 0.439 0.962
H -4.051 1.497 6.454 -0.057 0.052 0.148
H -1.700 -0.084 -4.452 0.036 -0.026 0.123
O 0.116 -1.207 -1.417 -0.305 0.020 0.216
C 3.459 -3.582 -2.258 -0.224 -0.298 0.320
H -2.436 1.175 5.807 0.076 -0.014 0.074
H -6.041 3.401 1.153 -0.040 0.012 -0.134
H 3.023 -0.837 2.018 0.009 -0.039 0.100
O 6.068 -2.243 -1.602 -0.228 -0.001 0.290
H -3.922 3.853 5.540 -0.038 0.033 0.114
H 4.756 -1.765 0.457 0.050 -0.088 0.111
C -3.059 1.516 3.187 0.112 -0.218 -0.455
C 0.483 -1.423 -2.558 -0.057 -0.063 -0.192
C 3.062 -0.536 0.982 -0.142 0.129 -0.058
H -5.466 -0.099 2.345 -0.079 0.020 -0.049
H -1.801 2.000 -3.175 -0.093 0.101 0.005
C -0.885 1.419 -3.133 0.065 -0.449 -0.089
C 1.918 -2.579 -4.206 0.105 -0.018 -0.167
H -7.505 0.841 3.348 -0.036 -0.135 0.058
H -7.728 2.589 3.456 -0.081 0.094 0.057
C -3.349 3.475 4.699 -0.062 -0.236 -0.029
C 0.987 0.781 1.376 0.171 -0.031 -0.198
H -5.675 1.275 4.665 0.037 -0.026 -0.029
H 3.389 -4.529 -2.802 0.085 0.052 0.095
C -7.277 1.792 2.870 0.327 0.084 0.024
C 2.110 0.353 0.493 0.341 0.002 -0.036
H 1.483 1.548 -1.173 -0.089 0.021 -0.058
H 2.090 -2.520 -0.909 0.011 -0.145 -0.115
C 2.055 -3.120 -1.820 -0.120 -0.011 0.306
H -3.505 4.133 3.851 0.007 0.095 -0.096
C -3.499 1.147 5.584 -0.161 0.135 -0.164
O 1.118 1.281 2.476 0.347 -0.114 -0.103
C -5.765 2.009 2.781 -0.298 -0.005 -0.405
H -5.823 4.162 2.735 -0.040 0.116 0.058
C 4.026 -0.654 -1.199 0.461 -0.295 -0.314
C -1.203 -0.026 -3.482 -0.453 0.281 0.246
S 5.101 -1.501 -2.354 -0.097 -0.405 -0.241
C -3.809 2.044 4.376 0.288 0.221 0.304
H 3.847 -2.804 -5.161 -0.081 0.118 0.015
H -1.844 -0.468 -2.713 0.176 0.042 -0.327
C -1.388 0.805 1.524 -0.236 0.143 0.252
H 4.102 -3.734 -1.391 -0.159 -0.245 0.034
O 5.535 -0.594 -3.371 -0.302 0.163 -0.018
C 3.415 -2.256 -4.314 -0.103 0.183 -0.516
H -0.167 1.833 -3.838 0.051 0.098 -0.057
H -0.481 1.487 -2.127 0.020 0.048 0.106
H 1.424 -3.996 -1.622 0.088 0.046 0.059
H 3.219 0.624 -2.698 -0.047 0.104 -0.136
C -3.640 0.965 2.092 0.089 0.071 0.320
N -5.255 2.037 4.146 -0.153 -0.250 0.273
O -0.025 -0.828 -3.645 0.367 -0.084 -0.048
C -3.022 -0.025 -0.110 -0.155 -0.256 -0.645
H 1.747 -3.638 -4.428 -0.031 0.068 -0.071
N -3.329 -0.481 -1.120 -0.162 -0.124 -0.135
H -3.781 0.116 5.376 -0.004 -0.086 -0.026
N 1.455 -2.309 -2.865 0.135 0.077 -0.114
C -5.495 3.350 2.092 -0.051 -0.197 0.085
H -5.418 0.927 0.910 -0.051 -0.012 -0.035
H -7.718 1.791 1.877 -0.059 -0.027 -0.108
N 4.117 -2.623 -3.102 0.711 0.803 0.427
H -2.292 3.477 4.953 0.169 0.106 0.043
S -1.320 1.547 3.080 -0.802 -0.032 -0.040
```
Positions in Å, forces in eV/Å.

Results
total charge	0
HOMO energy	-8.199	eV
structure (SMILES)	CCOC(=O)N1CCN(S(=O)(=O)c2ccc(C(=O)Nc3sc4c(c3C#N)CC(C)(C)NC4(C)C)cc2)CC1
frontier orbital gap	8.19	eV
multiplicity	1
maximum force	0.0241	hartree/bohr
electronic energy	-66857.58080	eV

Partial charges, natural (NBO), in e: 0.466 -0.628 -0.205 -0.122 0.213 -0.211 0.230 -0.459 0.253 -0.318 0.213 0.189 -0.711 -0.246 0.218 0.210 0.235 -0.934 0.218 0.249 -0.242 0.926 -0.169 0.216 0.226 -0.632 -0.236 0.202 0.219 -0.603 0.668 0.363 0.205 -0.602 -0.118 0.218 0.234 -0.232 0.215 -0.602 -0.583 0.136 0.220 -0.327 -0.085 2.335 0.079 0.202 0.235 0.063 0.245 -0.933 -0.226 0.210 0.202 0.200 0.238 0.070 -0.640 -0.523 0.316 0.190 -0.363 0.210 -0.448 -0.624 0.223 0.213 -0.676 0.203 0.520

***

Record 2
The following is a DFT calculation (ωB97M-V with the def2-TZVPD basis set) of C26H33N5O6V as an isolated structure at a distorted geometry.

The geometry in XYZ format:
```
71
Properties=species:S:1:pos:R:3:forces:R:3
C 4.666 -2.278 -1.205 0.068 -0.018 -0.028
H 1.262 1.451 2.484 -0.047 0.038 -0.015
C -5.993 0.783 -2.380 0.034 -0.094 -0.022
H 3.509 -2.615 -2.993 0.003 0.000 0.003
H -0.283 4.960 -0.278 0.012 0.003 -0.014
C -1.036 3.055 -2.100 -0.065 0.006 0.019
N 0.927 3.259 -0.037 -0.017 -0.101 -0.084
N -0.640 1.999 -1.158 0.023 0.062 0.134
H -6.866 1.365 -2.643 -0.011 0.000 -0.010
H -3.205 1.011 -0.471 -0.045 0.008 0.023
C -4.729 -1.256 -2.557 -0.014 0.168 0.062
C -2.059 -1.846 4.130 0.030 0.077 -0.019
C -2.656 -1.536 -1.395 -0.511 -0.175 -0.248
H -1.134 1.125 -1.192 -0.036 -0.070 -0.060
H 4.846 -2.948 1.802 0.008 0.026 -0.001
N -0.973 -0.628 2.373 -0.288 0.133 0.159
C 2.736 2.084 1.070 -0.020 0.020 -0.021
H -0.253 4.937 -2.755 0.010 0.003 0.008
C -1.228 -2.953 2.010 0.046 -0.172 -0.193
V -0.179 -0.816 0.529 -1.330 0.333 -1.192
C -3.931 0.611 -1.165 -0.078 0.151 0.032
H -2.399 -2.804 4.499 0.010 -0.012 -0.021
C 2.163 -2.597 -0.003 0.278 -0.447 0.018
C 4.730 -1.519 0.141 0.007 0.044 0.023
C 0.088 4.057 -2.214 -0.015 0.046 -0.021
H 1.737 3.859 1.806 0.031 -0.003 -0.005
O -1.671 -4.041 2.109 -0.037 0.050 0.261
C 0.521 4.453 -0.817 0.005 0.021 0.041
H 2.103 0.126 1.697 -0.034 0.024 0.036
H -2.738 -0.669 5.800 0.003 0.015 0.003
H -1.997 1.481 4.762 0.003 0.009 -0.006
O -0.454 -2.544 0.963 0.046 0.172 0.118
H -5.193 2.322 -1.094 0.017 0.005 0.009
C -2.251 -0.659 4.833 0.008 -0.056 -0.039
C 1.674 1.110 1.529 -0.036 -0.050 0.126
C -1.835 0.536 4.262 0.043 -0.012 -0.092
H -1.948 3.531 -1.731 0.007 -0.001 -0.029
H -3.917 -3.001 -2.818 0.072 -0.001 0.063
C -5.848 -0.478 -2.896 0.083 -0.030 0.039
H 4.991 -3.315 -1.074 -0.010 -0.007 0.001
H 2.337 -4.117 -1.486 -0.023 -0.003 0.008
H -0.915 1.435 2.536 0.043 0.026 0.028
C 0.295 2.112 -0.222 -0.227 -0.015 -0.168
C 3.338 -2.229 -1.988 -0.067 0.032 -0.037
C 2.131 -3.050 -1.408 -0.040 -0.104 0.049
O -4.674 -2.463 -3.082 -0.101 -0.105 -0.137
C 2.078 3.424 0.862 0.042 -0.040 0.034
H 3.728 -1.631 2.109 0.038 0.002 -0.008
N 0.565 0.962 0.543 0.377 -0.411 0.281
N 3.048 -3.156 0.803 -0.123 0.036 -0.217
H 3.407 -4.037 0.456 -0.056 -0.002 -0.012
C -1.424 -1.778 2.914 -0.099 -0.290 0.105
H -6.582 -0.914 -3.560 -0.006 -0.003 -0.005
H 3.205 1.739 0.145 -0.015 0.006 -0.009
H 0.931 3.638 -2.765 -0.002 -0.018 0.005
H -1.265 2.577 -3.051 0.032 0.019 -0.007
O -2.260 -2.609 -1.583 0.098 0.045 0.047
H 5.771 -1.293 0.372 -0.001 -0.009 0.006
H 2.756 4.135 0.395 -0.012 -0.020 -0.005
O 1.635 -1.483 0.346 -0.616 0.639 -0.411
H 3.513 2.155 1.830 -0.011 0.005 0.011
C -1.212 0.522 3.028 -0.094 0.110 0.129
H 5.416 -1.836 -1.860 -0.014 0.005 0.001
H 1.380 5.118 -0.841 -0.022 0.007 -0.010
C 4.126 -2.282 1.334 0.015 0.022 0.100
C -5.034 1.334 -1.504 0.077 0.053 0.069
O -1.533 -0.633 -0.457 2.489 0.197 1.162
H 1.201 -2.818 -1.924 0.019 0.016 0.010
H 3.020 -1.189 -2.096 0.024 -0.007 -0.002
C -3.746 -0.691 -1.689 0.038 -0.335 -0.077
H 4.229 -0.553 0.023 -0.015 -0.020 0.000
```
Positions in Å, forces in eV/Å.

Results
total charge	+3
HOMO energy (alpha / beta)	-16.753 / -16.753	eV
relative energy (zero: lowest compared OMol25 entry of this formula, charge and spin)	0.000	eV
frontier orbital gap (alpha / beta)	5.34 / 5.25	eV
multiplicity	1
maximum force	0.0536	hartree/bohr
electronic energy	-72897.08239	eV

Partial charges, Löwdin, in e: -0.158 0.127 0.010 0.132 0.150 -0.123 0.011 0.120 0.135 0.101 -0.213 0.082 -0.210 0.089 0.139 0.030 -0.127 0.142 -0.436 1.189 -0.033 0.156 -0.396 -0.149 -0.126 0.149 0.247 -0.085 0.097 0.145 0.137 -0.116 0.121 0.049 -0.180 0.023 0.135 0.124 0.049 0.130 0.146 0.118 -0.272 -0.133 -0.045 0.171 -0.097 0.116 -0.028 0.137 0.164 -0.130 0.147 0.129 0.136 0.141 0.250 0.128 0.142 -0.113 0.145 -0.058 0.128 0.137 -0.101 -0.041 -0.240 0.129 0.118 -0.089 0.095

***

Record 3
The following is a DFT calculation (ωB97M-V with the def2-TZVPD basis set) of C26H34As2AuNO3S2 as an isolated structure at a distorted geometry.

The geometry in XYZ format:
```
69
Properties=species:S:1:pos:R:3:forces:R:3
C -2.230 -3.927 -1.222 0.111 0.781 1.512
H -4.384 -3.999 0.882 0.016 -0.129 0.082
H -3.932 -2.663 1.927 0.343 -0.168 0.131
H -0.916 1.468 4.443 0.087 -0.119 -0.224
As 2.707 0.421 0.105 0.308 -0.090 0.759
H -2.967 -0.408 1.332 0.048 0.135 -0.013
H 0.802 -1.437 4.743 0.032 0.107 -0.094
H 3.154 0.245 -2.400 -0.077 -0.003 0.222
H -3.513 -5.582 -0.681 -0.054 -0.107 0.125
C 1.442 -0.604 4.439 0.019 -0.275 0.063
C 3.268 1.027 -1.645 -0.041 0.093 -0.306
S -2.142 -3.339 0.496 -0.482 -0.007 -0.907
C -5.676 0.733 -3.297 0.113 -0.128 -0.120
H -2.061 -0.303 -2.374 -0.450 -0.238 -0.277
H 2.340 4.916 3.755 0.121 -0.009 0.011
H -1.425 1.666 2.737 0.124 -0.087 0.092
H 1.481 0.126 5.255 -0.036 0.024 -0.201
C -5.118 1.161 -2.102 0.196 -0.037 0.182
N -0.559 0.371 -1.333 2.818 3.448 -2.356
H 4.015 -1.026 1.747 -0.080 0.095 -0.141
H 1.119 2.843 4.269 0.090 0.107 -0.063
C -4.926 -0.046 -4.173 0.047 0.051 -0.049
H 3.859 3.184 0.143 -0.067 0.014 0.148
C -1.489 -3.311 -2.226 0.510 0.242 -1.050
H -5.328 -0.300 -5.144 -0.108 -0.128 0.054
H -5.542 -2.498 -0.392 0.098 -0.050 -0.053
H 2.448 -0.976 4.243 -0.080 0.080 -0.087
C -3.844 0.172 1.041 -0.182 0.203 0.029
O -1.642 0.965 -0.157 0.539 0.457 0.214
H 3.734 5.070 1.719 0.027 0.009 -0.016
As 0.687 0.282 2.890 0.194 0.595 0.364
H 5.094 -0.042 0.729 -0.271 0.013 -0.019
C 3.255 3.095 1.043 -0.034 -0.177 -0.056
C 1.720 2.910 3.366 -0.128 -0.214 -0.063
C -3.022 -5.587 -2.757 -0.555 -0.224 1.404
C -2.973 -5.080 -1.469 -0.743 -1.363 -1.046
O 0.049 1.241 -1.787 -2.727 -3.128 1.715
C -3.828 0.748 -1.772 0.135 0.342 0.004
C 2.424 4.072 3.083 -0.131 0.031 0.139
H -5.569 -0.959 1.544 -0.037 0.139 0.008
C -2.257 -4.995 -3.755 -0.241 -0.892 -0.707
H -4.154 0.815 1.865 0.149 0.101 -0.006
C 4.185 -0.658 0.733 0.198 -0.218 -0.007
H -3.057 -1.046 -4.529 0.053 0.023 -0.112
Au 0.562 -0.781 0.572 0.355 -0.253 0.463
H -3.614 -6.468 -2.960 0.007 -0.075 -0.062
C -4.618 -2.029 -0.045 -0.076 0.176 -0.254
C 3.191 4.160 1.934 0.086 0.106 -0.125
C 1.766 1.844 2.472 -0.280 -0.286 0.232
C -3.634 -0.445 -3.842 -0.194 0.214 0.011
H 2.729 1.923 -1.961 0.088 -0.100 0.121
C -1.538 -3.828 -3.510 0.862 1.440 1.145
H -4.008 -1.832 -0.929 -0.062 0.001 -0.029
S -3.164 1.362 -0.215 -1.104 -0.711 -0.290
H -5.679 1.810 -1.448 -0.112 0.131 0.096
C -3.923 -3.013 0.894 0.154 -0.262 -0.308
C -5.008 -0.718 0.638 0.024 -0.137 -0.177
O -1.490 -1.985 0.467 0.507 0.299 -0.061
C -1.035 0.962 3.476 -0.112 -0.050 -0.049
H -0.982 -3.352 -4.305 0.016 0.015 -0.092
H -6.688 1.019 -3.552 0.051 0.095 -0.033
H 4.343 -1.506 0.059 -0.102 0.133 0.085
H -5.698 -0.181 -0.015 -0.069 -0.034 0.124
H -2.165 -5.489 -4.715 -0.094 0.053 -0.094
H 4.344 1.239 -1.565 -0.273 0.029 0.105
C -3.080 -0.034 -2.644 0.223 -0.055 0.433
H -0.895 -2.436 -2.000 -0.025 -0.003 -0.015
H -1.728 0.128 3.609 0.107 0.075 0.007
C 2.536 1.931 1.316 0.173 -0.103 -0.520
```
Positions in Å, forces in eV/Å.

Results
total charge	+4
HOMO energy (alpha / beta)	-19.273 / -19.702	eV
frontier orbital gap (alpha / beta)	5.94 / 4.26	eV
multiplicity	3
maximum force	0.0980	hartree/bohr
electronic energy	-182139.04278	eV
<S²>	2.026

Partial charges, natural (NBO), in e: -0.096 0.275 0.271 0.285 1.116 0.247 0.273 0.278 0.266 -0.927 -0.945 1.362 -0.162 0.180 0.268 0.254 0.283 -0.201 0.426 0.262 0.234 -0.130 0.241 -0.178 0.261 0.269 0.273 -0.565 -0.793 0.268 1.089 0.286 -0.181 -0.209 -0.167 -0.158 -0.058 -0.289 -0.140 0.257 0.046 0.269 -0.940 0.234 0.662 0.288 -0.433 -0.141 -0.275 -0.219 0.272 -0.124 0.217 1.273 0.254 -0.549 -0.427 -1.023 -0.938 0.265 0.270 0.275 0.257 0.277 0.292 -0.171 0.227 0.254 -0.423